C34H44As2N3O17P2SSn | ωB97M-V with the def2-TZVPD basis set

Each line ends with the Mulliken charge.
Atoms and positions in Å:
H 0.61 0.07 3.70  0.092
H -1.22 -4.62 -0.18  0.363
C -4.49 1.55 0.43  0.629
N 4.53 -1.45 -4.17  0.017
H 5.29 -4.45 4.37  0.420
O 0.93 -1.76 -3.28  -0.282
C -2.12 0.07 1.98  0.111
O 2.35 -1.65 -5.49  -0.994
C 1.50 4.29 0.34  0.370
H -0.26 -2.71 1.21  0.247
O 2.43 -2.48 -1.07  -0.781
C 0.16 -3.76 -1.59  0.352
H -3.13 -1.33 -3.97  0.369
C 3.79 -1.66 2.11  0.713
H -4.62 6.36 -0.49  0.300
C 4.26 -3.69 -3.13  -1.720
O 5.02 -1.66 -1.24  -0.680
H 4.52 -0.49 -3.80  0.312
C 1.07 6.51 1.18  -0.515
H 1.47 -2.64 1.51  -0.071
H -5.02 -0.62 2.42  0.365
C -5.93 1.86 0.75  -0.285
H -0.13 -5.79 -0.93  0.434
H -8.39 1.19 1.18  0.329
C -2.41 -0.26 0.55  0.719
O 3.32 -0.42 -0.01  -0.572
O -6.30 2.53 1.67  -0.553
C -0.20 -4.78 -0.52  -0.904
S 0.86 -2.29 -0.78  1.209
O -5.06 4.39 0.02  -0.240
H -8.42 2.41 -0.11  0.297
H 2.29 2.33 3.06  0.396
O 1.58 3.46 -0.68  -0.845
C 0.77 -4.55 0.64  -0.530
O 1.72 -3.86 -4.41  -0.663
H 3.54 -0.56 3.93  0.480
As -1.58 2.87 0.46  0.176
H -6.34 5.95 -0.19  0.253
N 2.14 1.46 1.25  0.293
H -2.20 -2.79 -3.55  0.304
P 2.00 -2.28 -4.18  1.145
H 5.24 -3.64 -2.66  0.463
H 3.98 -1.41 -5.07  0.443
O -1.19 0.63 -2.72  -0.507
C 1.22 5.64 0.12  -0.388
H 5.48 -1.80 -4.27  0.334
C -3.92 3.97 0.51  -0.333
C 4.87 -3.67 3.74  -0.443
Sn 1.64 1.43 -1.02  1.466
H -2.53 3.65 -1.81  0.561
C 4.42 -2.48 4.30  -0.806
H -1.19 4.69 -1.25  0.398
H -1.01 -0.37 4.34  0.384
C 3.17 -0.55 1.30  -0.248
O -0.81 -0.10 2.28  0.226
P 3.52 -1.29 -1.66  2.152
C -1.65 -0.12 -1.89  0.046
H 0.96 -4.09 -2.26  0.197
C 4.26 -2.85 1.56  0.396
C -3.59 2.53 0.40  0.868
H 4.21 -3.03 0.50  0.698
O 3.25 0.03 -2.31  -1.268
H 4.50 -2.32 5.37  0.429
H -1.34 -1.30 -4.06  0.322
H -0.66 -3.41 -2.21  -0.520
H 3.62 -4.32 -2.52  0.188
O -0.69 1.17 -0.18  0.053
As -4.26 -0.36 -0.02  0.777
O -2.15 -1.32 -2.14  -0.257
H -0.85 3.10 -1.96  0.259
H -4.69 -2.19 1.63  0.444
C 1.55 4.76 2.73  -0.860
C -2.20 -1.70 -3.53  -0.979
C 3.66 -2.30 -3.25  -0.235
O -3.04 4.71 0.94  -0.623
C 4.79 -3.85 2.37  -1.226
H 5.33 -1.17 -0.47  0.435
H -0.69 1.30 3.82  0.309
H 1.71 4.41 3.74  0.413
H 1.75 -4.06 -5.36  0.373
H 4.35 -4.17 -4.11  0.478
O -2.93 0.41 2.80  -0.595
O -6.74 1.20 -0.09  -0.374
C -8.15 1.39 0.14  -0.786
H 1.78 -4.85 0.37  0.191
H -6.19 -1.32 1.27  0.367
H 1.12 5.98 -0.91  0.573
C -1.60 0.23 -0.41  -0.046
H 0.48 -5.09 1.54  0.523
N 2.56 0.35 1.97  -0.538
C 1.69 3.85 1.67  0.631
H 5.14 -4.77 1.92  0.443
C 2.05 2.50 2.01  -0.343
C -0.46 0.25 3.63  -0.871
C -5.31 5.81 0.14  -0.758
C -1.54 3.67 -1.34  -1.102
H 1.10 6.76 3.32  0.436
H 0.83 7.55 0.98  0.426
C 3.89 -1.49 3.50  -0.724
H -8.65 0.69 -0.52  0.271
C -5.14 -1.20 1.51  -1.249
C 1.22 6.08 2.50  -0.845
H -5.20 6.12 1.17  0.332
C 0.72 -3.04 0.86  -0.443

Calculated values
multiplicity: 1
highest occupied orbital energy (alpha / beta): -10.32 / -10.32 eV
charge: +1
energy relative to the best compared isomer or geometry (same formula, charge and spin): 0.0 kJ/mol

CH5NSi2 | ωB97M-V with the def2-TZVPD basis set

Each line ends with the natural charge from an NBO analysis.
Atoms and positions in Å:
C 1.18 -0.19 -2.52  -0.290
H -1.80 0.63 1.28  -0.128
H -0.90 -0.34 -0.98  -0.109
H -0.19 1.55 -0.15  -0.164
H 3.78 -0.33 -1.99  -0.263
N 0.28 -0.34 -3.25  -0.269
Si 2.71 0.75 -2.01  0.826
Si -0.77 0.25 0.38  0.556
H 0.51 -0.14 0.91  -0.159

Calculated values
multiplicity: 1
highest occupied orbital energy: -9.42 eV
charge: 0
energy relative to the best compared isomer or geometry (same formula, charge and spin): 227.7 kJ/mol

C8H14F4N2O9PS4 | ωB97M-V with the def2-TZVPD basis set

Each line ends with the natural charge from an NBO analysis.
Atoms and positions in Å:
H 1.91 4.49 -0.98  0.215
C 1.25 2.78 0.38  0.073
O -4.27 -2.64 1.17  -0.983
H -1.86 1.01 1.78  0.317
O -5.83 -1.23 2.41  -0.986
C -1.10 2.48 0.19  0.786
C -1.44 0.98 0.71  -0.659
S 1.06 -2.93 -2.67  2.357
O -0.05 3.27 0.77  -0.550
S -2.70 0.21 -0.42  0.039
C 1.79 3.34 -1.02  -0.101
O -1.79 2.99 -0.72  -0.535
H 1.15 1.64 0.26  0.173
H 0.42 -0.12 -3.17  0.296
O -0.25 -2.55 -2.05  -0.818
O 2.25 2.00 -3.76  -0.531
H 2.33 4.06 1.95  0.224
F -2.81 -3.12 3.83  -0.336
P 2.64 -2.84 -0.21  1.432
H 2.33 2.24 2.33  0.235
F 1.17 -4.62 -2.51  -0.467
H 0.76 -1.92 0.25  0.390
C 1.07 0.30 -2.33  -0.677
H 0.45 0.35 -1.37  0.259
H -0.47 0.36 0.73  0.214
H 3.43 2.95 0.98  0.212
O -3.48 -0.58 2.23  -1.025
C 2.40 3.02 1.48  -0.641
S -4.45 -1.68 2.25  2.334
N 1.47 -2.42 0.80  -1.259
F -4.19 -1.87 4.93  -0.339
H 3.88 -2.25 0.24  -0.042
H 2.84 2.92 -1.24  0.185
C -4.07 -2.62 3.81  0.687
H 2.85 -4.26 -0.24  -0.038
F -4.89 -3.69 3.99  -0.336
H -2.43 0.64 -1.74  0.113
S 2.68 -0.60 -2.11  0.472
C 1.47 1.80 -2.79  0.798
O 1.08 -2.57 -4.12  -0.847
O 0.95 2.97 -2.15  -0.535
N 2.45 -2.30 -1.89  -1.106

Calculated values
multiplicity: 1
highest occupied orbital energy: -5.82 eV
charge: -1

For each record above, in turn, the calculated E values are -8532.0455, -674.6936, -3433.3811 Eh.